C20H25N5O2 | the ωB97M-V functional and the def2-TZVPD basis

Calculated values
Energy relative to the best compared isomer or geometry (same formula, charge and spin): 55.2 kcal per mole
SMILES: Cc1nn(-c2ccccc2)c2[nH]c(=O)c(CNCCN3CCOCC3)cc12
Lowest unoccupied orbital energy: 0.6 eV
Highest occupied orbital energy: -0.3019 Ha

Last columns: bonded neighbours and bond lengths (Å).
CARTESIAN COORDINATES (ANGSTROEM)
1 C 1.517 3.847 1.800  C2 1.484, H28 1.086, H29 1.089, H30 1.089
2 C 1.620 2.656 0.920  C1 1.484, N3 1.311, C27 1.422
3 N 2.705 1.922 0.864  C2 1.311, N4 1.357
4 N 2.482 0.909 -0.012  N3 1.357, C5 1.402, C11 1.353
5 C 3.474 -0.051 -0.255  N4 1.402, C6 1.391, C10 1.391
6 C 3.145 -1.381 -0.493  C5 1.391, C7 1.384, H31 1.079
7 C 4.153 -2.298 -0.740  C6 1.384, C8 1.384, H32 1.079
8 C 5.479 -1.901 -0.735  C7 1.384, C9 1.386, H33 1.079
9 C 5.803 -0.580 -0.466  C8 1.386, C10 1.382, H34 1.079
10 C 4.807 0.346 -0.227  C5 1.391, C9 1.382, H35 1.078
11 C 1.240 1.018 -0.535  N4 1.353, N12 1.352, C27 1.398
12 N 0.620 0.272 -1.477  C11 1.352, C13 1.396, H36 1.013
13 C -0.690 0.537 -1.882  N12 1.396, O14 1.219, C15 1.457
14 O -1.204 -0.205 -2.701  C13 1.219
15 C -1.322 1.703 -1.279  C13 1.457, C16 1.510, C26 1.358
16 C -2.753 1.944 -1.695  C15 1.510, N17 1.453, H37 1.093, H38 1.094
17 N -3.656 0.917 -1.205  C16 1.453, C18 1.455, H39 1.016
18 C -3.832 0.894 0.239  N17 1.455, C19 1.529, H40 1.100, H41 1.097
19 C -3.963 -0.548 0.728  C18 1.529, N20 1.453, H42 1.101, H43 1.092
20 N -2.682 -1.216 0.570  C19 1.453, C21 1.449, C25 1.449
21 C -1.850 -1.147 1.754  N20 1.449, C22 1.528, H44 1.092, H45 1.106
22 C -0.447 -1.635 1.400  C21 1.528, O23 1.407, H46 1.092, H47 1.099
23 O -0.459 -2.938 0.867  C22 1.407, C24 1.412
24 C -1.319 -3.021 -0.250  O23 1.412, C25 1.528, H48 1.091, H49 1.100
25 C -2.741 -2.587 0.104  N20 1.449, C24 1.528, H50 1.091, H51 1.105
26 C -0.688 2.467 -0.353  C15 1.358, C27 1.415, H52 1.081
27 C 0.629 2.135 0.042  C2 1.422, C11 1.398, C26 1.415
28 H 2.446 3.974 2.347  C1 1.086
29 H 0.696 3.725 2.505  C1 1.089
30 H 1.323 4.739 1.204  C1 1.089
31 H 2.120 -1.717 -0.446  C6 1.079
32 H 3.895 -3.329 -0.924  C7 1.079
33 H 6.259 -2.621 -0.928  C8 1.079
34 H 6.837 -0.271 -0.446  C9 1.079
35 H 5.036 1.377 -0.009  C10 1.078
36 H 1.088 -0.502 -1.933  N12 1.013
37 H -3.097 2.917 -1.333  C16 1.093
38 H -2.817 1.926 -2.787  C16 1.094
39 H -3.292 0.020 -1.514  N17 1.016
40 H -2.987 1.367 0.763  C18 1.100
41 H -4.740 1.458 0.485  C18 1.097
42 H -4.310 -0.567 1.772  C19 1.101
43 H -4.712 -1.053 0.113  C19 1.092
44 H -1.792 -0.112 2.097  C21 1.092
45 H -2.260 -1.768 2.572  C21 1.106
46 H 0.190 -1.673 2.286  C22 1.092
47 H -0.014 -0.936 0.671  C22 1.099
48 H -1.296 -4.063 -0.572  C24 1.091
49 H -0.952 -2.377 -1.062  C24 1.100
50 H -3.364 -2.639 -0.790  C25 1.091
51 H -3.152 -3.268 0.871  C25 1.105
52 H -1.173 3.333 0.075  C26 1.081

Mulliken atomic charge list, values in e, 2 entries:
1 C -1.2255
2 C 0.4107